[1]
Density functional theory data (the ωB97M-V functional and the def2-TZVPD basis) for C24H50ClFIN3O5 as an isolated structure.

## Properties
Gap between HOMO and LUMO ... 7.32 eV
2S+1 ... 1
M ... 642.0 g mol⁻¹
Charge ... 0

Last column: Löwdin charge in e.
CARTESIAN COORDINATES (ANGSTROEM)
1 I 1.757 -0.727 -0.436  0.967
2 Cl 0.378 -3.394 -3.847  0.693
3 F -2.443 -0.764 -3.200  -0.047
4 O -1.914 -1.141 -5.609  0.003
5 O 1.442 -1.434 -5.309  -0.184
6 O 3.450 -0.697 -6.453  -0.071
7 O 3.767 -5.746 -1.647  -0.184
8 O 2.308 0.158 -3.770  -0.056
9 N 2.120 -2.051 -2.031  -0.515
10 N 1.202 0.615 4.109  -0.187
11 N -3.836 3.806 4.673  -0.190
12 C 1.510 -0.779 3.782  -0.277
13 C 1.154 -0.706 -4.060  -0.434
14 C 0.833 -2.654 -7.634  -0.092
15 C -3.481 4.340 5.991  -0.253
16 C 2.580 -5.951 -2.767  -0.049
17 C -3.137 2.320 2.783  -0.085
18 C -5.272 3.691 4.410  -0.250
19 C -3.006 2.670 4.264  -0.275
20 C 0.275 -1.620 3.469  -0.096
21 C 2.379 1.490 4.096  -0.253
22 C -3.671 3.428 7.197  -0.093
23 C 2.324 -0.751 -8.979  -0.222
24 C 0.632 0.232 6.573  -0.082
25 C 0.273 0.834 5.220  -0.255
26 C -6.008 2.494 5.002  -0.090
27 C 3.288 -4.426 -2.333  -0.198
28 C 2.224 -3.388 -1.350  -0.307
29 C 0.906 -1.891 -2.905  -0.643
30 C -1.574 -0.585 -4.420  -0.146
31 C 1.528 -0.624 -10.421  -0.136
32 C 1.959 -0.551 -6.366  -0.281
33 C -0.185 0.282 -4.170  0.002
34 C 3.473 1.215 5.121  -0.091
35 C 1.241 -1.065 -7.786  -0.263
36 H 2.143 -0.802 2.887  0.081
37 H 3.172 1.520 6.125  0.056
38 H 1.943 1.104 -3.902  0.135
39 H 3.686 -1.467 -5.826  0.134
40 H 2.892 -3.305 -0.388  0.091
41 H -4.726 3.311 7.452  0.055
42 H -4.127 1.921 2.545  0.065
43 H -0.245 0.260 7.230  0.073
44 H 4.023 -3.865 -3.183  0.168
45 H 0.539 -3.160 -8.662  0.088
46 H 2.057 2.535 4.193  0.113
47 H -2.425 4.642 5.959  0.108
48 H -3.232 2.439 7.044  0.065
49 H 0.945 -0.813 6.499  0.070
50 H -0.350 -1.772 4.354  0.066
51 H 0.025 -1.518 -2.227  0.056
52 H 1.564 0.493 -10.771  0.074
53 H 1.660 0.577 -6.262  0.156
54 H -2.952 3.196 2.152  0.080
55 H 2.786 0.325 -8.760  0.119
56 H -4.029 5.275 6.164  0.112
57 H 0.239 -0.444 -7.885  0.146
58 H 0.101 1.911 5.347  0.108
59 H -5.777 4.611 4.734  0.115
60 H -6.175 2.610 6.074  0.054
61 H -0.335 0.909 -3.175  0.147
62 H -0.708 0.441 4.925  0.096
63 H 0.580 -2.609 3.110  0.073
64 H 1.498 -5.819 -2.345  0.087
65 H -1.952 2.919 4.436  0.104
66 H 1.420 0.798 7.073  0.056
67 H 1.227 -3.977 -1.212  0.109
68 H -5.419 3.675 3.324  0.102
69 H 2.039 -1.361 -11.182  0.077
70 H -3.218 1.777 4.861  0.095
71 H 2.831 1.433 3.096  0.106
72 H -0.097 1.041 -5.059  0.140
73 H 1.705 -3.304 -7.172  0.093
74 H -6.994 2.404 4.534  0.073
75 H -3.181 3.870 8.071  0.072
76 H 2.940 -5.822 -3.872  0.105
77 H 0.399 -0.930 -10.212  0.079
78 H 3.768 0.163 5.144  0.069
79 H -2.402 1.554 2.516  0.066
80 H -0.334 -1.154 2.687  0.067
81 H -0.126 -2.744 -6.932  0.074
82 H 2.080 -1.266 4.580  0.099
83 H 4.366 1.797 4.867  0.073
84 H 3.181 -1.560 -8.985  0.124
85 H -5.482 1.552 4.830  0.068

Cartesian forces (eV/Å) of the 2 atoms listed first:
0.308 0.193 -0.289
0.415 0.992 1.365

[2]
Density functional theory data (the ωB97M-V functional and the def2-TZVPD basis) for C24H50F12Na3O22S4 as an isolated structure.

## Properties
Gap between HOMO and LUMO ... 4.51 eV
2S+1 ... 1
M ... 1115.9 g mol⁻¹
Charge ... -1

Last column: Löwdin charge in e.
CARTESIAN COORDINATES (ANGSTROEM)
1 S -12.152 -6.296 -17.289  0.474
2 S -8.289 -1.403 -11.615  0.451
3 S -6.389 -10.424 -13.420  0.463
4 S -0.815 -7.664 -18.919  0.492
5 Na -0.041 -10.726 -13.372  0.938
6 Na -6.184 -5.502 -16.589  0.955
7 Na -10.004 -6.713 -11.158  0.963
8 F -8.295 -11.096 -15.270  0.087
9 F 0.396 -5.521 -20.102  0.068
10 F -6.447 0.600 -11.392  0.091
11 F -6.237 -11.296 -15.984  0.093
12 F 1.756 -6.982 -18.989  0.089
13 F -5.969 -1.121 -10.248  0.118
14 F -13.397 -8.238 -18.591  0.111
15 F -13.414 -6.392 -19.642  0.132
16 F -14.863 -6.690 -18.010  0.098
17 F 0.490 -5.428 -17.987  0.111
18 F -7.544 0.261 -9.606  0.151
19 F -7.057 -12.743 -14.583  0.125
20 O -7.511 -6.810 -24.237  -0.203
21 O -10.864 -6.760 -17.861  -0.389
22 O -2.058 -6.852 -18.774  -0.406
23 O 0.583 -7.404 -11.202  -0.221
24 O -10.941 -15.392 -22.700  -0.190
25 O -11.172 -19.614 -6.208  -0.186
26 O -1.133 -15.571 -21.643  -0.183
27 O -6.763 -9.052 -13.718  -0.378
28 O -5.986 -9.541 -24.577  -0.169
29 O -12.248 -4.851 -17.237  -0.367
30 O -4.968 -10.621 -13.510  -0.358
31 O 1.287 -14.981 -23.145  -0.191
32 O 2.490 -7.553 -13.084  -0.204
33 O -11.699 -17.532 -20.567  -0.172
34 O -12.385 -6.790 -15.919  -0.398
35 O -7.481 -2.335 -12.376  -0.382
36 O -10.027 -17.493 -8.138  -0.209
37 O -8.980 -0.432 -12.464  -0.346
38 O -9.012 -2.082 -10.564  -0.373
39 O -0.607 -8.497 -17.731  -0.390
40 O -0.724 -8.370 -20.204  -0.350
41 O -7.031 -10.906 -12.153  -0.382
42 C -6.468 -9.109 -25.816  -0.125
43 C 0.576 -6.312 -18.978  -0.594
44 C -11.372 -15.184 -21.315  -0.180
45 C 2.527 -14.262 -23.153  -0.101
46 C -10.957 -16.319 -20.418  -0.199
47 C -0.689 -7.289 -10.499  -0.071
48 C -7.029 -11.456 -14.886  -0.614
49 C -6.736 -9.088 -23.454  -0.177
50 C -11.321 -17.603 -7.563  -0.185
51 C 3.722 -8.143 -13.413  -0.121
52 C -0.259 -16.576 -21.967  -0.239
53 C -2.545 -15.953 -21.356  -0.041
54 C -11.732 -16.257 -23.504  -0.112
55 C -8.914 -6.787 -24.167  -0.130
56 C -13.070 -17.281 -20.472  -0.142
57 C 2.595 -6.499 -12.088  -0.152
58 C -11.333 -18.208 -6.134  -0.182
59 C -9.929 -20.068 -6.673  -0.122
60 C 1.151 -6.166 -11.581  -0.193
61 C -9.888 -16.666 -9.240  -0.128
62 C -6.928 -7.582 -23.174  -0.187
63 C 1.182 -15.947 -22.102  -0.197
64 C -6.985 -0.353 -10.603  -0.689
65 C -13.594 -6.931 -18.459  -0.643
66 H -7.743 -9.464 -23.637  0.110
67 H -9.415 -6.078 -23.507  0.088
68 H -9.099 -19.740 -6.047  0.087
69 H -11.617 -16.590 -7.293  0.115
70 H 1.950 -16.708 -22.242  0.112
71 H -12.320 -18.066 -5.693  0.122
72 H -10.645 -17.709 -5.452  0.125
73 H 4.474 -7.383 -13.624  0.090
74 H -13.541 -16.974 -21.406  0.073
75 H -12.017 -18.082 -8.252  0.134
76 H -9.893 -21.152 -6.569  0.085
77 H -8.827 -16.527 -9.444  0.094
78 H -0.801 -6.548 -9.707  0.086
79 H 1.460 -15.451 -21.172  0.113
80 H -9.886 -16.497 -20.506  0.131
81 H -13.341 -16.534 -19.726  0.093
82 H -3.030 -16.286 -22.273  0.078
83 H -10.343 -15.687 -9.094  0.083
84 H 3.162 -5.631 -12.424  0.124
85 H -0.460 -16.913 -22.983  0.121
86 H -11.329 -16.207 -24.516  0.085
87 H -7.467 -7.407 -22.243  0.120
88 H -6.232 -8.056 -25.971  0.085
89 H 3.106 -6.915 -11.220  0.116
90 H -9.161 -6.607 -25.213  0.089
91 H -2.590 -16.759 -20.624  0.077
92 H -1.483 -7.039 -11.202  0.088
93 H -10.950 -14.249 -20.949  0.127
94 H -12.426 -14.904 -21.337  0.114
95 H -3.113 -15.086 -21.020  0.085
96 H -10.398 -17.022 -10.135  0.086
97 H -11.564 -17.302 -23.244  0.081
98 H -12.785 -15.984 -23.425  0.082
99 H 0.526 -5.707 -12.348  0.127
100 H -9.703 -19.794 -7.704  0.081
101 H -0.756 -8.300 -10.096  0.084
102 H -6.414 -9.558 -22.524  0.128
103 H 2.723 -13.691 -24.060  0.084
104 H -13.527 -18.208 -20.124  0.090
105 H -6.040 -7.026 -22.875  0.122
106 H -7.544 -8.937 -25.837  0.075
107 H -9.367 -7.750 -23.931  0.082
108 H 3.569 -8.783 -14.282  0.087
109 H -0.178 -17.394 -21.252  0.119
110 H 1.174 -5.502 -10.717  0.121
111 H -6.209 -9.886 -26.535  0.095
112 H 4.073 -8.801 -12.618  0.082
113 H -11.010 -16.000 -19.377  0.121
114 H 3.377 -14.942 -23.210  0.074
115 H 2.552 -13.665 -22.242  0.089

Cartesian forces (eV/Å) of the 2 atoms listed first:
1.827 0.862 2.495
0.641 0.771 -0.899

[3]
Density functional theory data (the ωB97M-V functional and the def2-TZVPD basis) for a 3-piece molecular cluster, C24H51F2IN6O4PS2 overall.

## Properties
Gap between HOMO and LUMO ... 6.55 eV
2S+1 ... 1
M ... 747.7 g mol⁻¹
Energy above the lowest of the compared OMol25 structures with the same formula, charge and spin ... 6.593 eV
Charge ... +1

Last column: Löwdin charge in e.
CARTESIAN COORDINATES (ANGSTROEM)
1 I -1.800 -1.119 2.262  0.491
2 S 3.752 -0.929 -3.486  0.769
3 S 6.515 -0.830 -2.169  0.601
4 P 0.459 -1.978 1.733  0.585
5 F 2.930 -3.219 1.012  -0.137
6 F -3.017 1.106 -2.328  -0.134
7 O 2.187 1.123 -1.373  -0.249
8 O -7.532 -1.650 2.723  -0.190
9 O 4.016 5.280 0.402  -0.213
10 O 1.108 -2.495 3.264  -0.405
11 N -5.398 0.256 2.416  0.037
12 N 2.640 7.799 0.611  0.039
13 N 4.964 1.478 -2.096  -0.207
14 N -1.732 -4.649 -1.196  0.031
15 N -2.096 -2.532 -2.287  0.100
16 N 0.024 -2.812 -0.824  -0.052
17 C -6.694 -1.696 1.564  -0.202
18 C -3.114 -0.202 -3.076  -0.078
19 C 4.919 5.007 1.462  -0.112
20 C 1.836 -4.176 0.588  -0.220
21 C 5.059 0.034 -2.539  -0.921
22 C -6.939 0.661 0.568  -0.070
23 C 1.974 -3.115 -2.625  -0.200
24 C -2.273 -4.344 0.225  -0.165
25 C 2.186 6.653 1.412  -0.428
26 C 1.966 -5.341 1.785  -0.055
27 C -6.006 -0.354 1.224  -0.439
28 C -8.831 -1.129 2.488  -0.102
29 C 2.647 6.843 2.855  -0.072
30 C -1.206 -3.221 -1.499  -0.151
31 C 3.972 2.282 -2.907  -0.167
32 C -0.856 -4.428 1.115  -0.169
33 C 3.548 -2.581 -2.545  -0.447
34 C -1.816 -1.092 -2.609  -0.131
35 C 1.133 -2.192 -1.564  -0.199
36 C 2.640 5.312 0.790  -0.208
37 C 4.652 1.625 -0.623  -0.143
38 C 2.409 2.150 -2.412  -0.171
39 C 3.087 1.310 -0.218  -0.150
40 C 0.356 -3.479 0.482  -0.480
41 H -6.119 0.286 3.142  0.080
42 H -9.505 -1.547 3.240  0.092
43 H 4.498 4.314 2.197  0.092
44 H -1.009 -4.167 2.244  0.094
45 H 2.247 7.717 -0.328  0.073
46 H 2.693 2.110 0.559  0.126
47 H 1.089 6.655 1.423  0.136
48 H 3.105 0.268 0.363  0.124
49 H 5.817 4.554 1.035  0.085
50 H 2.145 -4.768 -0.400  0.153
51 H 3.706 7.105 2.929  0.066
52 H 5.420 1.029 0.033  0.130
53 H -1.238 -0.559 -1.737  0.146
54 H -4.138 -0.727 -2.838  0.131
55 H -9.211 -1.395 1.496  0.092
56 H -8.827 -0.045 2.618  0.076
57 H 5.220 5.939 1.944  0.078
58 H 0.876 -1.203 -2.187  0.129
59 H 2.030 3.225 -2.062  0.132
60 H 2.478 5.935 3.444  0.078
61 H -6.358 1.469 0.108  0.079
62 H -3.084 0.074 -4.223  0.142
63 H 1.776 1.874 -3.377  0.130
64 H -4.703 -0.388 2.794  -0.003
65 H 3.647 7.684 0.461  0.074
66 H 4.142 2.069 -4.049  0.132
67 H -7.244 -2.097 0.704  0.117
68 H 1.922 -1.762 -0.775  0.118
69 H 3.903 -2.341 -1.454  0.071
70 H -2.749 -3.276 0.292  0.074
71 H 2.400 4.463 1.442  0.106
72 H -5.911 -2.425 1.797  0.112
73 H 1.857 -4.269 -2.496  0.108
74 H 2.070 5.160 -0.133  0.111
75 H -2.978 -5.180 0.632  0.140
76 H -5.207 -0.569 0.504  0.116
77 H 1.495 -6.334 1.318  0.097
78 H 4.266 3.427 -2.748  0.144
79 H -0.942 -5.328 -1.147  0.116
80 H -7.621 1.131 1.283  0.069
81 H 2.086 7.656 3.330  0.081
82 H 3.115 -5.525 1.907  0.107
83 H -7.538 0.193 -0.219  0.079
84 H 1.409 -5.042 2.770  0.090
85 H 1.607 -2.820 -3.721  0.116
86 H -0.623 -5.596 1.019  0.125
87 H -2.991 -2.951 -2.678  0.197
88 H 4.316 -3.374 -2.975  0.101
89 H 1.248 -1.673 3.826  0.079
90 H 4.828 2.775 -0.362  0.124
91 H -1.084 -1.109 -3.552  0.150

Cartesian forces (eV/Å) of the 2 atoms listed first:
-0.043 -0.574 -0.135
0.099 0.347 0.937